C12H27AsN7O3S4W as an isolated structure, computed with ωB97M-V/def2-TZVPD.

```
55
C12H27AsN7O3S4W (ωB97M-V/def2-TZVPD)
W 0.97 1.35 2.15
C -2.41 -2.26 -3.50
N -2.65 -2.50 -2.09
C -3.97 -2.98 -1.74
C -1.73 -2.10 -1.18
O -0.66 -1.59 -1.48
C -2.07 -2.32 0.30
O -1.06 -1.81 1.14
C 0.13 -2.56 1.09
C 1.36 -1.70 0.92
O 1.35 -0.46 0.98
N 2.50 -2.36 0.72
C 3.77 -1.65 0.61
C 2.56 -3.82 0.64
H -2.55 -3.18 -4.06
H -3.11 -1.51 -3.88
H -1.40 -1.89 -3.63
H -4.28 -3.73 -2.47
H -3.99 -3.45 -0.76
H -4.71 -2.17 -1.75
H -2.99 -1.78 0.56
H -2.26 -3.38 0.50
H 0.24 -3.13 2.02
H 0.11 -3.27 0.26
H 3.60 -0.58 0.66
H 4.42 -1.94 1.43
H 4.24 -1.91 -0.34
H 2.20 -4.28 1.56
H 1.98 -4.20 -0.21
H 3.60 -4.10 0.49
S 3.35 -0.41 4.02
As 1.19 -0.50 3.98
S 0.23 2.65 3.67
S 3.32 1.28 2.74
S 0.43 -2.12 4.92
C 2.22 4.92 -0.74
N 0.84 4.45 -0.80
C -0.09 5.17 -1.66
C 0.49 3.34 -0.13
N 1.34 2.52 0.41
N -0.87 3.11 -0.05
C -1.50 1.96 0.38
N -2.80 1.86 0.00
N -0.88 1.07 1.07
H 2.23 6.00 -0.88
H 2.84 4.47 -1.52
H 2.65 4.71 0.24
H 0.47 5.87 -2.27
H -0.82 5.76 -1.08
H -0.61 4.49 -2.33
H 2.30 2.70 0.13
H -1.47 3.88 -0.31
H -3.24 2.60 -0.51
H -3.40 1.27 0.55
H -1.40 0.21 1.23
```

Computed properties:
Total energy in eV: -135458.3515
Net charge: +1
Kohn-Sham gap (alpha / beta) in eV: 6.2 / 6.2

Here are the Löwdin charges for atoms 1 to 2, given in e: 0.4460 -0.0262